Below is a 2-piece molecular cluster, C2H2OS overall, with properties calculated with the ωB97M-V functional and the def2-TZVPD basis.

- Net charge: 0
- HOMO energy: -9.012 eV
- LUMO level: -0.016 Ha

```
6
C2H2OS, DFT the ωB97M-V functional and the def2-TZVPD basis
S 1.15 -1.29 -0.51
O -0.33 -4.02 -0.93
C -0.87 -3.90 0.04
C 0.03 -0.18 -0.80
H -0.35 0.08 -1.80
H -0.34 0.39 -0.07
```